{"formula": "C12H14Cl3NO4S", "method": "ωB97M-V with the def2-TZVPD basis set", "e_lumo_ev": 0.35, "mol_weight_g_mol": 374.7, "spin_multiplicity": 1, "total_charge": 0, "smiles": "C[C@@H]1C[C@@H](NS(=O)(=O)OCC(Cl)(Cl)Cl)c2ccccc2O1", "de_lowest_kcal_mol": 0.0, "elements": ["C", "C", "C", "C", "N", "S", "O", "O", "O", "C", "C", "Cl", "Cl", "Cl", "C", "C", "C", "C", "C", "C", "O", "H", "H", "H", "H", "H", "H", "H", "H", "H", "H", "H", "H", "H", "H"], "xyz": [[0.2501, -1.3725, 3.3531], [-0.4517, -1.3269, 2.0022], [-1.1781, -0.0004, 1.7875], [-1.9079, 0.0198, 0.4449], [-1.0059, 0.4565, -0.6271], [0.1524, -0.5298, -1.2517], [0.4548, -0.0319, -2.5525], [-0.1180, -1.9083, -1.0650], [1.4295, -0.2033, -0.2957], [2.4292, 0.6523, -0.7689], [2.2378, 2.0735, -0.2437], [3.6590, 3.0407, -0.6707], [2.0625, 2.0454, 1.5136], [0.7991, 2.8070, -0.9598], [-2.5561, -1.3116, 0.1667], [-3.4795, -1.4344, -0.8640], [-4.1119, -2.6351, -1.1174], [-3.8309, -3.7349, -0.3211], [-2.9132, -3.6339, 0.7023], [-2.2555, -2.4287, 0.9469], [-1.3727, -2.4095, 1.9731], [0.7100, -2.3462, 3.4933], [-0.4685, -1.2106, 4.1530], [1.0171, -0.6049, 3.3979], [0.2777, -1.4727, 1.1957], [-0.4679, 0.8237, 1.8338], [-1.9150, 0.1255, 2.5851], [-2.6849, 0.7947, 0.4821], [-1.4820, 0.8767, -1.4080], [3.3896, 0.2635, -0.4140], [2.4059, 0.6653, -1.8654], [-3.7065, -0.5663, -1.4684], [-4.8232, -2.7132, -1.9250], [-4.3258, -4.6765, -0.5055], [-2.6733, -4.4798, 1.3266]]}